Here is a cluster of 2 separate species, C5H13NOSi in total in a non-equilibrium geometry from the OMol25 dataset. Energies are from ωB97M-V with the def2-TZVPD basis set.

XYZ file:
```
21
Properties=species:S:1:pos:R:3:forces:R:3
Si -0.03555 1.56658 0.50328 -0.26 -0.59 1.42
O 1.20245 1.96944 -0.46925 0.06 0.24 -0.18
N -0.84688 -1.98490 -2.05105 1.54 -1.97 0.27
C 0.33191 -1.95985 -1.18884 0.37 -0.66 1.67
C -1.63495 -1.04978 -2.10934 0.05 4.02 2.61
C -1.45428 0.29435 2.65459 0.91 1.39 -1.05
C -0.09531 0.65401 1.99425 -0.29 0.04 -0.68
C 2.44698 1.31783 -0.77110 -2.49 -0.67 1.69
H -2.17772 1.09267 2.65420 -0.21 0.62 -0.32
H -1.49934 -0.07385 -1.39257 -0.25 -1.89 -1.54
H 1.15681 -2.41553 -1.83128 -0.67 1.13 1.09
H 2.20334 0.32571 -1.04218 0.02 -1.31 -0.25
H 0.22601 -2.70399 -0.27125 -0.11 1.30 -2.00
H 2.86759 1.75210 -1.59237 1.24 1.57 -1.94
H -2.48542 -1.00783 -2.73994 -0.74 -0.28 -0.68
H 0.54036 -0.93029 -0.64071 -0.26 -1.82 -1.48
H -1.90210 -0.49406 2.10630 -0.50 -1.16 -0.07
H -1.33515 0.09296 3.68757 0.28 -0.67 0.95
H 0.71263 0.04402 2.43330 -0.12 0.65 -0.53
H 3.05310 1.30432 0.09243 0.97 0.15 0.82
H -1.27448 2.20611 -0.02604 0.45 -0.09 0.19
```
Forces are in eV/Å.

Summary:
SMILES string: C/C=[SiH]/OC.C=NC
multiplicity: 1
E: -16807.8117 eV
orbital gap: 8.50 eV

Atom charges from the Mulliken analysis, given in e for atoms 1 to 6: 0.280 -0.195 -0.400 -0.186 0.008 -1.169

***

Here is a cluster of 2 separate species, C5H13NP in total in a non-equilibrium geometry from the OMol25 dataset. Energies are from ωB97M-V with the def2-TZVPD basis set.

XYZ file:
```
20
Properties=species:S:1:pos:R:3:forces:R:3
P 3.73211 -1.36818 0.56045 0.34 0.72 -0.18
N -0.69031 0.09763 0.00302 -0.81 -0.67 -0.44
C -1.63748 0.15607 -1.13086 -2.72 -1.18 -0.32
C 3.47605 0.05090 -0.25427 -0.08 -1.26 -0.19
C 0.09781 -1.17291 -0.03710 2.04 -1.10 -0.09
C 0.13462 1.32466 -0.00644 0.48 -1.19 2.17
C -1.62978 0.05045 1.22742 0.79 1.79 0.53
H 1.18075 -1.02787 -0.38059 -1.86 0.09 0.01
H -2.36074 -0.78674 -1.13945 1.93 1.84 -0.07
H 0.25748 -1.47950 1.03872 -0.52 -0.28 -1.45
H 4.06992 0.63573 -0.93621 0.70 0.11 0.22
H -0.40572 -1.90745 -0.76418 0.72 0.95 1.67
H 2.44218 0.29946 -0.37780 -0.61 0.58 0.07
H -2.63940 0.04864 0.90177 -0.78 -0.48 -0.41
H -1.52962 1.04758 1.69077 0.18 -0.64 0.31
H -0.44385 2.23281 -0.16837 0.35 -0.13 -0.09
H 0.89986 1.20482 0.81818 -0.72 0.75 -1.28
H -1.43351 -0.76719 1.90913 0.30 0.07 -0.09
H -1.24123 0.38681 -2.11175 0.63 -0.35 0.06
H -2.27911 0.97429 -0.84243 -0.38 0.39 -0.44
```
Forces are in eV/Å.

Summary:
charge: +1
multiplicity: 1
E: -16162.1983 eV
orbital gap (alpha / beta): 9.10 / 6.10 eV

Atom charges from the Mulliken analysis, given in e for atoms 1 to 6: 0.013 0.319 -1.301 -0.105 -0.636 -0.789

***

Here is a structure of composition C5H13NP in a non-equilibrium geometry from the OMol25 dataset. Energies are from ωB97M-V with the def2-TZVPD basis set.

XYZ file:
```
20
Properties=species:S:1:pos:R:3:forces:R:3
P 1.36957 0.46908 2.29105 0.00 1.46 -1.17
N -0.14732 -1.04564 0.07988 2.39 0.49 0.55
C -0.81888 -0.56957 -1.14178 -2.11 1.18 1.55
C -1.42818 0.81940 -0.78830 0.26 -0.90 0.60
C -0.69247 1.44803 0.44667 -1.77 -1.58 0.21
C 0.55895 0.60056 0.56517 -0.80 -1.36 -0.11
C 1.06244 -1.95149 -0.27480 -1.64 1.47 -1.99
H -1.47344 1.38247 1.32417 2.08 0.30 -1.27
H 0.69124 1.69236 2.72504 0.51 -0.91 -0.18
H -0.10632 -0.43459 -1.88060 1.39 -0.26 -1.44
H 1.82126 -1.75487 0.40495 1.40 0.36 1.34
H 0.92743 -3.03727 -0.33334 -0.69 0.45 -0.09
H 1.30051 -1.47213 -1.26321 0.49 -1.25 0.93
H -2.38691 0.46345 -0.46616 -1.03 1.05 0.01
H -0.40610 2.47212 0.24433 -0.02 0.23 0.19
H 2.55180 1.19304 1.85116 -0.59 -0.50 0.39
H -1.45383 1.46008 -1.65891 -0.31 0.06 -0.09
H 1.16773 0.78561 -0.37877 -0.33 -0.56 1.48
H -0.71886 -1.47680 0.83956 0.27 0.79 -0.84
H -1.66681 -1.16879 -1.47260 0.51 -0.51 -0.05
```
Forces are in eV/Å.

Summary:
charge: +1
multiplicity: 1
E: -16166.0008 eV
orbital gap: 11.15 eV

Atom charges from the Mulliken analysis, given in e for atoms 1 to 6: -0.064 -0.249 -0.695 -0.609 -0.687 -0.004

***

Here is a cluster of 2 separate species, C5H13NP in total in a non-equilibrium geometry from the OMol25 dataset. Energies are from ωB97M-V with the def2-TZVPD basis set.

XYZ file:
```
20
Properties=species:S:1:pos:R:3:forces:R:3
P 1.43173 0.79331 -0.05931 1.34 0.64 -0.73
N -0.35891 -1.23435 1.64873 3.00 0.84 -0.16
C 1.61091 1.52343 -2.89139 0.87 3.34 -1.70
C -0.09817 -0.39776 2.56970 -0.48 -1.47 -0.98
C -2.52355 -1.07062 0.73539 -2.83 -2.71 -0.34
C 2.20955 1.49939 -1.50653 1.56 0.62 0.29
C -1.60420 -1.91297 1.58452 0.71 0.02 -0.26
H -0.92530 -0.13632 3.20266 0.03 0.51 1.11
H 2.68914 2.47220 -1.35237 -0.32 0.48 0.69
H 3.29821 1.06407 -1.39537 -1.30 -0.49 -0.04
H 2.33892 1.62527 -3.76095 -0.32 -0.56 1.45
H 1.07643 2.56274 -3.06491 0.41 -2.29 0.72
H 1.01251 0.69363 -3.08539 -1.33 -1.17 -0.42
H -1.97617 -1.90653 2.61817 -0.44 -0.71 -0.31
H -2.49828 -1.05971 -0.36080 0.42 -0.59 0.29
H 0.94324 -0.11226 2.70544 -0.36 0.62 0.13
H -1.30300 -2.91141 1.18308 -1.07 0.54 0.49
H -2.43804 -0.09977 1.04073 0.22 2.70 0.90
H -3.56067 -1.39067 1.06445 0.88 0.45 -0.84
H 0.67565 -0.00166 -0.87582 -1.01 -0.78 -0.27
```
Forces are in eV/Å.

Summary:
charge: +1
multiplicity: 1
E: -16163.0023 eV
orbital gap (alpha / beta): 5.13 / 5.13 eV

Atom charges from the Mulliken analysis, given in e for atoms 1 to 6: 0.481 -0.361 -1.050 -0.424 -0.979 -0.420

***

Here is the ion C5H13NS with charge -1 in a non-equilibrium geometry from the OMol25 dataset. Energies are from ωB97M-V with the def2-TZVPD basis set.

XYZ file:
```
20
Properties=species:S:1:pos:R:3:forces:R:3
S 1.17365 -0.66393 -2.36174 -0.83 -0.19 -0.97
N -1.13783 1.12781 0.49193 0.85 0.15 0.54
C -0.51137 -0.02703 1.15277 1.05 -0.86 -1.91
C -1.35379 -0.74077 2.20319 2.81 0.08 0.17
C 1.24550 -0.62382 -0.58821 1.68 0.13 0.46
C -0.82205 2.38842 1.22743 -1.73 -0.59 -0.74
C -0.07554 -1.04220 0.05194 -0.86 -1.10 -0.04
H -1.19857 2.28890 2.25549 0.47 0.13 -0.13
H -1.83838 -1.54356 1.64648 -1.36 0.56 0.61
H -1.52700 3.04854 0.71071 0.54 0.76 0.40
H -0.63179 1.25363 -0.38627 -0.38 -0.30 -0.16
H -0.59646 -1.30056 2.77636 -0.12 -0.05 0.03
H 0.09800 -2.09217 0.36722 0.03 0.64 0.92
H -0.95426 -1.28950 -0.58261 0.55 0.96 -0.49
H 1.66296 0.33140 -0.22801 -0.86 0.26 -0.24
H 0.22061 2.73925 1.15436 -0.28 -0.24 0.19
H 2.07731 -1.25656 -0.20918 -0.64 -0.24 -0.34
H 0.50600 0.28883 1.37663 -0.04 0.22 1.74
H 2.39364 -0.24570 -2.79878 0.29 0.08 0.44
H -1.72736 -0.04349 2.95653 -1.18 -0.39 -0.50
```
Forces are in eV/Å.

Summary:
charge: -1
⟨S²⟩: 0.75
multiplicity: 2
E: -17718.5457 eV
orbital gap (alpha / beta): 2.25 / 8.23 eV

Atom charges from the Mulliken analysis, given in e for atoms 1 to 6: 0.027 -0.532 0.494 -1.080 -1.782 -1.188

***

Here is the molecule C5H13NS in a non-equilibrium geometry from the OMol25 dataset. Energies are from ωB97M-V with the def2-TZVPD basis set.

XYZ file:
```
20
Properties=species:S:1:pos:R:3:forces:R:3
S -3.74193 0.88994 0.96392 -0.43 0.40 -0.36
N 0.23049 0.36937 0.74198 -0.16 -0.47 -0.47
C 1.21354 -0.74596 0.65205 -0.56 1.20 -0.45
C -1.97570 1.31627 0.94592 0.07 -0.01 -0.08
C 1.47210 -0.82226 -1.97302 0.02 0.46 0.77
C -1.15764 0.03365 1.07707 0.94 0.31 1.01
C 2.08801 -0.54834 -0.59088 0.46 0.00 -0.32
H 0.48640 -0.34428 -1.96745 -0.16 -0.58 -0.35
H 0.65238 -1.68533 0.65964 0.48 -0.23 0.14
H -1.64708 1.88191 0.07210 -0.46 -0.34 -0.42
H 2.03283 -0.33070 -2.75728 0.28 0.22 -0.10
H 2.39512 0.49942 -0.58553 -0.01 0.17 0.16
H 1.88243 -0.58636 1.49046 -0.01 -0.78 0.43
H -1.77941 2.04929 1.72907 -0.02 -0.43 0.37
H 1.48261 -1.87534 -2.22957 -0.55 -0.19 0.11
H -4.12112 1.28096 -0.27938 0.34 -0.11 0.40
H -1.62693 -0.81083 0.56062 0.16 0.18 -0.64
H -1.14240 -0.30634 2.12116 -0.18 0.18 0.03
H 3.03242 -1.08602 -0.47302 -0.13 -0.21 0.01
H 0.22390 0.82096 -0.15788 -0.07 0.24 -0.25
```
Forces are in eV/Å.

Summary:
SMILES string: CCCNCCS
multiplicity: 1
E: -17720.4874 eV
orbital gap: 9.76 eV

Atom charges from the Mulliken analysis, given in e for atoms 1 to 6: -0.253 -0.400 -0.392 -0.561 -0.983 -0.600

***

Q: Among the records above, which one has the lowest E?
A: number 6